[1]
{
  "formula": "C22H28N2O2",
  "method": "ωB97M-V/def2-TZVPD",
  "mol_weight_g_mol": 352.5,
  "gap_ev": 8.552,
  "homo_energy_ev": -7.781,
  "symbols": ["C", "O", "C", "C", "C", "C", "C", "N", "C", "C", "C", "C", "N", "C", "C", "C", "C", "C", "C", "C", "C", "C", "C", "C", "C", "O", "H", "H", "H", "H", "H", "H", "H", "H", "H", "H", "H", "H", "H", "H", "H", "H", "H", "H", "H", "H", "H", "H", "H", "H", "H", "H", "H", "H"],
  "positions_angstrom": [[-8.270, -0.572, 0.057], [-7.350, 0.369, -0.433], [-6.010, 0.045, -0.395], [-5.474, -1.128, 0.102], [-4.100, -1.328, 0.081], [-3.250, -0.368, -0.439], [-1.760, -0.579, -0.484], [-1.062, 0.594, 0.011], [-1.267, 0.846, 1.425], [-0.450, -0.073, 2.344], [1.031, 0.021, 1.984], [1.210, -0.325, 0.502], [2.612, -0.406, 0.130], [2.871, -1.095, -1.118], [4.298, -1.633, -1.077], [5.269, -0.537, -0.745], [6.621, -0.677, -1.031], [7.521, 0.323, -0.713], [7.071, 1.481, -0.101], [5.727, 1.627, 0.187], [4.817, 0.625, -0.128], [3.356, 0.835, 0.169], [0.345, 0.651, -0.329], [-3.789, 0.813, -0.938], [-5.153, 1.029, -0.918], [-5.666, 2.189, -1.408], [-9.253, -0.123, -0.079], [-8.220, -1.511, -0.504], [-8.108, -0.774, 1.120], [-6.111, -1.896, 0.512], [-3.700, -2.249, 0.477], [-1.510, -1.504, 0.061], [-1.458, -0.720, -1.528], [-2.334, 0.746, 1.636], [-0.978, 1.885, 1.613], [-0.607, 0.222, 3.383], [-0.793, -1.104, 2.235], [1.627, -0.660, 2.594], [1.373, 1.040, 2.174], [0.814, -1.337, 0.351], [2.167, -1.923, -1.227], [2.755, -0.429, -1.992], [4.559, -2.095, -2.031], [4.360, -2.403, -0.302], [6.967, -1.582, -1.511], [8.569, 0.201, -0.942], [7.766, 2.268, 0.151], [5.373, 2.531, 0.664], [3.257, 1.276, 1.163], [2.972, 1.571, -0.566], [0.455, 0.442, -1.396], [0.676, 1.678, -0.143], [-3.141, 1.576, -1.335], [-6.627, 2.151, -1.311]]
}

---

[2]
{
  "formula": "C9H8O2",
  "method": "ωB97M-V/def2-TZVPD",
  "mol_weight_g_mol": 148.2,
  "gap_ev": 9.969,
  "homo_energy_ev": -9.337,
  "symbols": ["O", "C", "C", "C", "C", "C", "C", "C", "C", "C", "O", "H", "H", "H", "H", "H", "H", "H", "H"],
  "positions_angstrom": [[3.485, -0.706, -0.729], [2.407, -0.193, -0.310], [1.429, -1.020, 0.427], [0.008, -0.517, 0.321], [-1.078, -1.455, 0.179], [-2.213, -0.969, -0.448], [-2.446, 0.441, -0.523], [-1.412, 1.342, -0.191], [-0.178, 0.830, 0.148], [0.991, 1.583, 0.372], [2.162, 1.109, -0.436], [1.601, -1.217, 1.500], [1.497, -2.029, -0.091], [-0.833, -2.596, 0.157], [-2.924, -1.691, -0.877], [-3.380, 0.833, -0.844], [-1.462, 2.398, -0.133], [1.285, 1.210, 1.417], [1.063, 2.647, 0.064]]
}

---

[3]
{
  "formula": "C14H30N3O",
  "method": "ωB97M-V/def2-TZVPD",
  "total_charge": 1,
  "mol_weight_g_mol": 256.4,
  "gap_ev": 10.423,
  "homo_energy_ev": -13.136,
  "symbols": ["C", "C", "C", "O", "C", "N", "C", "C", "H", "H", "H", "H", "H", "H", "H", "H", "H", "H", "H", "H", "H", "H", "H", "H", "C", "C", "C", "C", "N", "H", "H", "H", "H", "H", "H", "H", "C", "C", "C", "C", "N", "H", "H", "H", "H", "H", "H", "H"],
  "positions_angstrom": [[-5.181, 3.829, 2.184], [-4.093, 2.762, 2.108], [-3.587, 2.618, 0.687], [-2.412, 1.782, 0.594], [-1.198, 2.384, 0.509], [-0.560, 2.569, 1.911], [-0.148, 3.960, 2.335], [-1.298, 4.944, 2.367], [-4.761, 4.831, 2.289], [-5.865, 3.665, 3.015], [-5.792, 3.830, 1.277], [-4.469, 1.797, 2.455], [-3.259, 3.019, 2.770], [-4.330, 2.133, 0.056], [-3.353, 3.593, 0.243], [-1.221, 3.377, 0.057], [-0.501, 1.728, -0.003], [0.271, 1.975, 1.931], [-1.219, 2.168, 2.583], [0.630, 4.254, 1.631], [0.304, 3.845, 3.319], [-0.893, 5.946, 2.497], [-1.876, 4.944, 1.444], [-1.970, 4.743, 3.202], [0.775, -3.209, -1.940], [-0.298, -2.768, -0.956], [-0.750, -1.320, -1.189], [0.339, -0.359, -1.002], [1.197, 0.369, -0.762], [1.680, -2.607, -1.840], [1.048, -4.250, -1.778], [0.424, -3.121, -2.969], [0.053, -2.870, 0.072], [-1.183, -3.399, -1.053], [-1.558, -1.037, -0.510], [-1.126, -1.198, -2.208], [4.352, -4.372, -0.785], [5.449, -4.710, -1.783], [5.012, -4.415, -3.225], [3.744, -5.065, -3.563], [2.723, -5.543, -3.780], [3.483, -5.008, -0.960], [4.679, -4.522, 0.244], [4.032, -3.332, -0.886], [5.719, -5.764, -1.697], [6.353, -4.132, -1.589], [5.771, -4.725, -3.945], [4.861, -3.341, -3.357]]
}

---

[4]
{
  "formula": "CH4OS3",
  "method": "ωB97M-V/def2-TZVPD",
  "mol_weight_g_mol": 128.2,
  "gap_ev": 8.845,
  "homo_energy_ev": -9.263,
  "symbols": ["C", "S", "S", "O", "S", "H", "H", "H", "H"],
  "positions_angstrom": [[0.068, -0.630, 0.417], [-0.993, 0.756, 0.563], [-0.458, 1.367, -1.422], [-0.605, 0.322, -2.378], [1.290, 2.208, -1.573], [1.086, -0.227, 0.079], [-0.306, -1.350, -0.367], [-0.110, -1.165, 1.439], [-1.540, 2.121, -1.664]]
}